No. 1
The following is a DFT calculation (ωB97M-V/def2-TZVPD) of a gas-phase ion, H4N2O2P (charge -1) at a distorted geometry.

Results
HOMO level	-4.5279	eV
energy relative to the best compared isomer or geometry (same formula, charge and spin)	28.3	kcal per mole
SMILES	NP(N)(=O)[O-]
total charge	-1

```
9
Properties=species:S:1:pos:R:3:forces:R:3
N -1.239900 -0.353463 0.334802 1.608 -0.744 1.071
P 0.527301 -0.934951 -0.007747 0.987 0.255 2.511
N 1.534258 0.516147 -0.556594 -3.263 -0.703 1.763
O 0.549096 -2.075510 -0.926357 -0.449 -0.271 -1.582
O 1.126603 -1.120933 1.357169 -0.525 0.244 0.091
H -0.908594 0.434368 0.923247 -0.809 -0.309 -0.100
H -1.605909 -1.047463 1.095419 1.147 1.379 -1.842
H 0.926235 1.164277 0.026054 1.480 -0.119 -0.703
H 1.219409 0.730290 -1.478447 -0.176 0.267 -1.208
```
Positions in Å, forces in eV/Å.



No. 2
The following is a DFT calculation (ωB97M-V/def2-TZVPD) of a single C2N2 molecule at a distorted geometry.

Results
HOMO level	-12.5378	eV
energy relative to the best compared isomer or geometry (same formula, charge and spin)	79.1	kcal per mole

```
4
Properties=species:S:1:pos:R:3:forces:R:3
C -1.153649 -1.473253 -0.220530 0.715 1.018 0.140
C 1.206699 1.408844 0.169594 2.046 2.192 0.142
N -0.462143 -0.522092 -0.089672 2.560 3.197 0.783
N 0.409092 0.586500 0.140608 -5.320 -6.407 -1.065
```
Positions in Å, forces in eV/Å.



No. 3
The following is a DFT calculation (ωB97M-V/def2-TZVPD) of 2 unconnected molecules or ions with the total composition C6H10.

Results
HOMO level	-8.8586	eV
energy relative to the best compared isomer or geometry (same formula, charge and spin)	67.0	kcal per mole
SMILES	C=C1C[C@@H]2C[C@H]12.[H][H]

```
16
Properties=species:S:1:pos:R:3:forces:R:3
C 2.094450 -0.011507 -0.380707 -0.158 0.006 -0.042
C 0.767362 -0.048442 -0.427573 0.196 0.016 0.002
C -0.228215 -1.198028 -0.291095 0.005 -0.143 -0.025
C -1.256529 -0.152905 0.167681 -0.232 -0.122 0.144
C -1.534264 0.773140 -0.961275 -0.082 0.018 -0.124
C -0.274105 0.982208 -0.158179 0.238 0.236 0.072
H 2.628794 0.930504 -0.279022 -0.094 -0.133 -0.051
H 2.684590 -0.924999 -0.399366 -0.108 0.141 -0.072
H -0.511238 -1.722334 -1.211845 0.082 0.062 0.157
H 0.075575 -1.928871 0.463904 -0.062 0.145 -0.083
H -1.890620 -0.241038 1.043403 0.070 0.033 -0.189
H -2.296941 1.526608 -0.776561 0.149 -0.129 -0.047
H -1.496756 0.407410 -1.986750 0.051 0.069 0.165
H -0.095397 1.917568 0.365220 -0.076 -0.187 -0.043
H 0.972458 -0.150184 2.203839 -0.048 -0.008 0.090
H 0.360837 -0.159123 2.628326 0.068 -0.005 0.045
```
Positions in Å, forces in eV/Å.



No. 4
The following is a DFT calculation (ωB97M-V/def2-TZVPD) of a molecular structure, C4H6O2.

Results
HOMO level	-10.4822	eV
energy relative to the best compared isomer or geometry (same formula, charge and spin)	16.3	kcal per mole

```
12
Properties=species:S:1:pos:R:3:forces:R:3
C 1.447632 -0.333406 0.081845 0.014 0.008 -0.018
C -0.042175 -0.220429 0.353163 -0.011 -0.004 0.086
C -0.908400 1.055527 0.270331 0.114 0.173 0.146
O -1.843262 0.364988 -0.608327 -0.044 -0.036 -0.236
C -0.973609 -0.682878 -0.758490 0.120 -0.008 0.147
O -0.986018 -1.541435 -1.575168 -0.179 -0.085 0.042
H 2.057396 0.171203 0.838399 -0.175 -0.040 -0.103
H 1.696619 -1.399395 0.106704 0.072 0.178 -0.045
H 1.723388 0.043302 -0.907622 -0.092 0.041 0.144
H -0.293158 -0.747789 1.279367 -0.010 -0.012 -0.135
H -0.480185 1.903604 -0.270377 0.096 -0.130 0.149
H -1.398226 1.386712 1.190176 0.096 -0.084 -0.179
```
Positions in Å, forces in eV/Å.



No. 5
The following is a DFT calculation (ωB97M-V/def2-TZVPD) of 5 unconnected molecules or ions with the total composition C2H12O5 at a distorted geometry.

Results
HOMO level	-9.7502	eV
energy relative to the best compared isomer or geometry (same formula, charge and spin)	53.4	kcal per mole
SMILES	C=CO.O.O.O.O

```
19
Properties=species:S:1:pos:R:3:forces:R:3
C 2.423539 0.816034 1.405043 -1.186 0.539 1.890
C 2.288246 1.542813 2.554137 -0.173 0.507 -2.116
O 3.295599 2.140059 3.374042 -1.804 -1.919 -1.269
H 1.465937 0.592534 0.830080 1.635 0.151 0.908
H 3.359969 0.356483 1.155174 0.287 -0.044 -0.555
H 1.262900 1.876097 2.698283 0.371 0.432 0.809
H 3.940307 1.427782 3.351514 0.821 0.280 0.333
O -2.022604 -4.909903 -2.194201 0.787 0.729 -3.305
H -2.723570 -4.252379 -2.201565 -0.239 0.007 0.524
H -1.706654 -4.741081 -3.171127 -0.466 -0.808 2.812
O 2.269631 4.940695 2.109123 1.549 1.895 0.148
H 2.429833 4.033258 2.334284 0.360 -0.653 0.234
H 3.134614 5.424168 2.308188 -1.860 -1.186 -0.383
O -2.278120 -1.634461 -2.245511 -2.066 -0.119 -0.731
H -2.056902 -2.004824 -1.422032 1.540 -0.648 1.825
H -3.255763 -1.795060 -2.158875 1.076 1.198 -0.444
O -4.544828 -1.913234 -3.561468 0.180 2.444 -1.932
H -4.042064 -2.617855 -3.235817 0.727 -2.166 0.356
H -3.836746 -1.437447 -4.099061 -1.538 -0.639 0.896
```
Positions in Å, forces in eV/Å.



No. 6
The following is a DFT calculation (ωB97M-V/def2-TZVPD) of a gas-phase ion, C5H6N (charge +1) at a distorted geometry.

Results
HOMO level	-14.6253	eV
energy relative to the best compared isomer or geometry (same formula, charge and spin)	94.2	kcal per mole
SMILES	C#[N+][C@@H]1C=C1C
total charge	+1

```
12
Properties=species:S:1:pos:R:3:forces:R:3
C 2.612927 -0.567628 -0.434747 -2.004 1.208 0.678
N 1.654681 0.040774 -0.276141 3.625 -2.160 -1.593
C 0.531867 0.748872 -0.322425 -3.609 1.482 2.396
C -0.043338 1.041776 1.071632 -1.986 -2.884 -2.580
C -0.714303 0.113688 0.400987 3.198 2.654 1.438
C -1.769810 -0.756013 -0.058043 -1.658 0.560 -0.320
H 3.464607 -1.162384 -0.511518 1.155 -0.693 -0.104
H 0.388037 1.453924 -1.119255 0.482 0.046 -0.492
H 0.059292 1.681970 1.898014 0.205 0.665 0.713
H -2.394707 -1.202237 0.783550 1.010 0.318 -1.293
H -1.383877 -1.424579 -0.855496 -0.548 0.026 0.843
H -2.405379 0.031835 -0.576554 0.130 -1.221 0.313
```
Positions in Å, forces in eV/Å.



No. 7
The following is a DFT calculation (ωB97M-V/def2-TZVPD) of 2 unconnected molecules or ions with the total composition C2H3F2N3O5 at a distorted geometry.

Results
HOMO level	-9.9718	eV
energy relative to the best compared isomer or geometry (same formula, charge and spin)	58.3	kcal per mole

```
15
Properties=species:S:1:pos:R:3:forces:R:3
C -1.590852 0.132409 -0.535428 3.285 -2.081 -0.127
C 0.564607 0.026612 -0.031284 -3.076 0.973 -2.479
N 0.524657 0.407423 1.330292 0.077 0.109 2.086
N 1.193978 1.069829 -0.866422 0.114 -1.499 0.220
N 1.181708 -1.227704 -0.204878 1.829 -1.659 2.069
O -0.470747 0.096670 1.971874 -0.262 -0.037 0.351
O 1.459860 0.987250 1.807794 0.513 0.264 -0.015
O 0.870216 2.180011 -0.575262 -0.279 1.652 0.047
O 1.862531 0.716502 -1.809349 0.144 0.025 -0.120
O -2.043012 -0.932333 0.125063 -0.011 0.987 0.751
F 0.565731 -2.120909 0.727346 0.258 0.835 -0.725
F 0.932277 -1.791084 -1.387621 -0.972 0.012 -0.937
H -1.892618 1.041590 -0.099876 0.187 1.463 0.106
H -1.159342 0.084821 -1.579216 -1.766 -0.392 1.030
H -1.999000 -0.671092 1.126972 -0.042 -0.653 -2.257
```
Positions in Å, forces in eV/Å.